{
  "formula": "C37H53BrF3N3O7P2S2Sn",
  "method": "ωB97M-V/def2-TZVPD",
  "species": ["Sn", "C", "C", "C", "P", "C", "C", "C", "C", "C", "C", "C", "C", "C", "C", "N", "C", "C", "C", "C", "C", "C", "C", "C", "C", "H", "H", "H", "H", "H", "H", "H", "H", "H", "H", "H", "H", "H", "H", "H", "H", "H", "H", "H", "H", "H", "H", "H", "H", "H", "H", "H", "H", "H", "H", "H", "S", "C", "N", "Br", "C", "C", "C", "C", "N", "C", "H", "H", "H", "H", "C", "C", "C", "C", "O", "P", "O", "O", "O", "C", "C", "C", "C", "H", "H", "H", "H", "H", "H", "H", "H", "H", "H", "H", "H", "H", "H", "H", "H", "H", "H", "F", "C", "F", "F", "S", "O", "O", "O"],
  "xyz": [[-0.94800, 0.65622, 0.00929], [-0.00019, -2.08612, 3.90343], [-0.87363, -0.87234, 4.08506], [-2.35323, -1.14165, 3.92448], [-0.34113, 0.39627, 2.85697], [-1.05172, 1.99341, 3.50957], [-0.72420, 2.32778, 4.94317], [-0.78343, 3.22420, 2.58393], [1.41294, 0.61402, 3.23066], [1.90949, 0.62094, 4.52763], [3.24323, 0.96602, 4.81762], [3.65045, 1.08294, 6.28713], [4.17299, 1.05618, 3.77185], [3.75084, 0.96983, 2.47633], [2.34962, 0.83414, 2.16137], [1.85174, 0.92875, 0.92776], [2.61633, 1.08834, -0.23124], [2.71380, 2.36368, -0.79356], [2.09195, 3.54062, -0.10332], [3.41908, 2.55342, -1.98811], [4.08656, 1.52601, -2.61330], [4.83489, 1.64529, -3.87281], [4.10831, 0.29385, -1.95193], [3.36862, 0.05093, -0.78784], [3.44999, -1.37505, -0.15742], [-0.25803, -2.85540, 4.61404], [1.06684, -1.84797, 4.01831], [-0.08489, -2.48143, 2.88889], [-0.67744, -0.42143, 5.05935], [-2.65550, -1.37050, 2.89166], [-2.92647, -0.29476, 4.21316], [-2.64441, -1.97168, 4.59476], [-2.08749, 1.71275, 3.52099], [0.33559, 2.59485, 5.11081], [-0.98577, 1.52426, 5.59564], [-1.28921, 3.21650, 5.24267], [0.30175, 3.41630, 2.55587], [-1.25312, 4.10492, 2.97577], [-1.18891, 3.08864, 1.57735], [1.25341, 0.45949, 5.36075], [2.84047, 1.47866, 6.87929], [4.49054, 1.76234, 6.41811], [3.91541, 0.14329, 6.73520], [5.23567, 1.13376, 3.99305], [4.46687, 1.00316, 1.63815], [1.06445, 3.30908, 0.20919], [2.01232, 4.42323, -0.78648], [2.60866, 3.82771, 0.80094], [3.47589, 3.59595, -2.40608], [5.00532, 2.70657, -4.14966], [4.22773, 1.21762, -4.70501], [5.80788, 1.09561, -3.78234], [4.74695, -0.49648, -2.33472], [4.21037, -1.95950, -0.71616], [2.52626, -1.95792, -0.23129], [3.70580, -1.24214, 0.91608], [-1.88290, 4.48172, -1.42760], [-1.12748, 5.78710, -0.78245], [-0.47959, 6.64977, -0.40488], [1.42048, 2.62592, -5.76278], [-0.07205, 1.98023, -4.82619], [-1.28564, 1.88318, -5.45466], [-2.39648, 1.58167, -4.71954], [-2.22222, 1.32463, -3.37351], [-1.05757, 1.38709, -2.75742], [-0.01089, 1.76945, -3.46569], [-1.40459, 2.04486, -6.53866], [-3.38311, 1.50126, -5.14577], [-3.07193, 1.01822, -2.79732], [0.91193, 1.95537, -2.89298], [-3.04951, -5.14042, -0.62199], [-2.93873, -3.64749, -0.67084], [-3.21592, -3.02268, 0.67477], [-3.83767, -3.25440, -1.84083], [-1.52574, -3.32868, -1.02431], [-1.04894, -1.82922, -1.38252], [-2.15398, -0.80279, -1.14413], [0.11663, -1.33889, -0.50318], [-0.68525, -1.96411, -2.92593], [0.35396, -2.80359, -3.53770], [1.00217, -3.76123, -2.53987], [1.45821, -1.84577, -4.07858], [-0.36632, -3.56383, -4.66227], [-4.10649, -5.29354, -0.52750], [-2.53945, -5.59088, 0.18765], [-2.75006, -5.61521, -1.54985], [-4.23745, -3.33696, 1.02688], [-3.19647, -1.91647, 0.62435], [-2.43758, -3.37577, 1.38434], [-4.83949, -3.62013, -1.68061], [-3.38149, -3.73458, -2.75112], [-3.83010, -2.16025, -2.02219], [1.51809, -3.26617, -1.72077], [1.72925, -4.34055, -3.08657], [0.22382, -4.42946, -2.15876], [1.94592, -1.33451, -3.22968], [0.99341, -1.08815, -4.68820], [2.20219, -2.41384, -4.61499], [-1.03014, -4.30104, -4.22045], [0.40129, -4.05531, -5.29681], [-0.96483, -2.90038, -5.32203], [-6.35438, 1.63913, -0.17802], [-5.29610, 0.92414, 0.13747], [-4.71975, 0.38803, -0.97552], [-5.68089, -0.03183, 0.94769], [-3.93174, 1.90973, 0.93058], [-2.97191, 0.80774, 1.28507], [-4.53181, 2.54871, 2.08043], [-3.46299, 2.72696, -0.18959]],
  "forces_ev_per_angstrom": [[0.5, 0.5, -0.2], [0.7, -0.1, -0.4], [0.4, 0.8, -0.1], [-0.1, -1.0, 0.0], [-0.2, 0.3, -0.3], [0.4, 0.4, -0.4], [0.8, 1.0, 0.1], [0.3, -1.3, 0.2], [1.0, 0.0, 0.4], [0.5, 0.7, -0.6], [-0.2, -0.8, 1.0], [0.0, 0.6, -0.9], [0.1, -0.1, 0.2], [-0.1, 0.0, -0.9], [0.2, 0.1, -0.4], [-0.5, -0.3, 0.4], [1.0, 0.3, 0.2], [-0.1, 0.4, -0.4], [-1.0, 0.5, -0.8], [-0.3, 1.4, 0.0], [0.1, -0.9, 1.1], [0.6, 0.3, -1.3], [-0.6, 0.1, 0.5], [0.4, -1.6, -0.3], [0.3, 1.0, -0.2], [-0.1, -0.4, 0.2], [-0.3, -0.1, 0.2], [-0.2, -0.1, 0.0], [-0.2, -0.3, 0.2], [0.3, -0.1, 0.3], [-0.6, 0.8, 0.3], [0.0, 0.2, -0.4], [-0.9, 0.2, -0.4], [-0.4, -0.2, -0.2], [-0.2, -0.5, 0.6], [-0.1, -0.2, 0.0], [-0.3, -0.1, -0.2], [-0.3, 0.4, 0.4], [0.3, 0.0, 0.0], [-0.2, -0.1, 0.2], [-0.4, 0.2, 0.1], [0.1, 0.0, -0.1], [0.2, -0.6, 0.0], [-0.2, 0.2, 0.0], [-0.4, 0.1, 0.5], [0.1, 0.0, -0.1], [0.2, -0.7, 0.6], [0.4, 0.1, 0.2], [-0.1, -1.1, 0.4], [0.1, -0.6, 0.2], [0.6, 0.1, 0.4], [-0.8, 0.6, -0.4], [-0.2, -0.1, -0.1], [-0.2, 0.4, 0.6], [-0.1, 0.5, 0.1], [0.0, -0.5, -0.7], [-0.1, 0.0, -0.1], [-1.0, -2.0, -1.0], [1.3, 2.1, 1.0], [0.3, -0.1, -0.1], [0.2, 0.5, 0.2], [-0.4, 0.1, -1.9], [-0.2, -0.3, 0.6], [-0.6, -0.4, -0.1], [-0.1, 0.2, 0.1], [1.2, 0.2, 0.6], [0.3, 0.0, 0.6], [0.0, 0.1, -0.2], [-0.2, -0.1, 0.5], [-0.3, -0.3, -0.4], [-0.1, 0.0, -0.4], [0.6, 0.3, -0.7], [-0.8, 0.2, 0.6], [1.2, 1.0, -0.9], [-0.2, 0.8, 0.1], [0.3, -0.5, 0.5], [0.0, -0.5, -0.6], [-0.5, -0.6, -0.6], [0.0, 0.4, 0.6], [0.7, 0.6, -0.3], [-0.9, -0.2, -0.3], [-0.9, -0.2, 1.2], [0.6, 0.4, -0.4], [-0.6, -0.6, 0.3], [0.6, -0.4, 0.9], [0.2, 0.1, -0.2], [1.0, 0.3, -0.2], [-0.1, -0.6, 0.0], [-0.6, 0.2, -0.3], [-0.3, 0.0, 0.0], [-0.7, 0.4, 0.7], [-0.2, -0.6, 0.2], [-0.2, 0.2, 0.0], [0.3, -0.3, -0.2], [0.4, 0.0, 0.1], [-0.2, -0.2, -0.3], [0.0, 0.2, -0.5], [0.2, -0.1, -0.3], [-0.1, -0.2, -0.1], [-0.5, 0.1, 0.4], [0.4, -0.2, 0.5], [-0.2, 0.3, -0.5], [1.6, 0.4, -0.2], [-1.0, 0.0, 0.4], [-0.2, -0.9, 0.3], [-0.3, -0.4, 0.0], [-0.7, 0.9, -0.2], [0.6, -0.2, -0.7], [-0.2, -0.4, 1.0]],
  "e_above_lowest_kcal_mol": 0.0,
  "homo_lumo_gap_ev": [5.5, 6.3],
  "e_lumo_ev": [-2.55, -1.75],
  "energy_ev": -182309.9952
}